37
Properties=species:S:1:pos:R:3:nbo_charge:R:1 method="wB97M-V/def2-TZVPD" orbital_gap_ha="0.2305 / 0.1568" charge=-1 homo_ev="-3.829 / -4.388" s_squared=8.762 total_energy_ev=-62914.539 spin_multiplicity=6
Cr -0.318 0.201 -0.619 1.37
C -1.754 -3.580 -2.207 -0.71
C -1.392 -2.468 -1.325 0.75
O -0.916 -1.399 -1.806 -0.78
O -1.206 -2.723 -0.082 -0.66
H -2.016 -3.162 -3.179 0.20
H -2.672 -4.130 -2.003 0.22
H -0.824 -4.142 -2.297 0.23
C 1.743 0.228 3.127 -0.74
C 0.957 -0.806 2.395 0.77
O 0.458 -1.712 3.055 -0.67
O 0.745 -0.788 1.162 -0.82
H 1.081 0.595 3.913 0.22
H 1.992 1.149 2.599 0.23
H 2.710 -0.108 3.499 0.21
C -3.919 0.696 2.206 -0.74
C -2.870 -0.083 1.471 0.75
O -2.479 -1.090 2.064 -0.16
O -2.409 0.195 0.301 -0.67
H -4.961 0.376 2.196 0.24
H -3.989 1.658 1.698 0.25
H -3.662 1.078 3.194 0.25
N 0.531 3.363 0.306 0.74
O -0.194 4.264 -0.185 -0.55
O 1.549 3.642 0.845 -0.46
O 0.284 2.115 0.206 -0.60
C 2.679 0.198 -1.643 0.80
O 1.450 0.412 -1.722 -0.69
N 3.637 0.645 -2.476 -0.84
N 3.303 -0.297 -0.649 -0.77
H 4.596 0.329 -2.490 0.38
H 3.219 0.989 -3.329 0.39
H 4.292 -0.385 -0.836 0.36
H 2.815 -0.863 0.031 0.45
O -0.860 1.581 -2.211 -0.93
H -0.631 1.502 -3.137 0.48
H -0.970 2.521 -2.071 0.51